DFT (the ωB97M-V functional and the def2-TZVPD basis) results for a 2-piece molecular cluster, CH3BCl2 overall in a non-equilibrium geometry.

## Properties
Net charge = 0
Orbital gap = 0.3134 Eh
ΔE to the lowest compared entry with this formula, charge and spin = 332.3 kJ/mol
HOMO level = -9.106 eV
LUMO = -0.6 eV

Last columns: bonded neighbours and bond lengths (Å).
Atoms and positions in Å:
1 B 1.78 -0.49 0.32  Cl3 1.698, H5 1.203, H6 1.235
2 C -2.03 1.02 -0.01  Cl4 1.665, H7 1.098
3 Cl 0.44 0.48 -0.08  B1 1.698
4 Cl -2.69 -0.51 0.03  C2 1.665
5 H 1.55 -1.42 1.04  B1 1.203
6 H 2.85 -0.20 -0.21  B1 1.235
7 H -1.90 1.13 -1.09  C2 1.098